1.
47
Properties=species:S:1:pos:R:3:nbo_charge:R:1 method="wB97M-V/def2-TZVPD" charge=-1 homo_ev=-4.9 homo_lumo_gap_ha=0.25541 energy_ev=-199841.39719
Pd -1.15533 0.89507 2.53686 0.54
Br -2.03687 1.35517 4.86634 -0.69
C 0.62375 0.65240 3.41676 -0.60
Br 2.32887 0.50532 2.42123 -0.12
H 0.59950 -0.24436 4.03238 0.19
H 0.77362 1.52914 4.04076 0.19
N -1.26983 -2.47386 1.75829 -0.83
C -2.57408 -2.34192 2.08975 0.63
O -3.15696 -1.28043 2.21520 -0.58
C -3.30061 -3.63728 2.40946 -0.59
I -3.44613 -4.94794 0.72764 0.05
H -0.78649 -1.64689 1.41734 0.44
H -0.92414 -3.37530 1.47715 0.39
H -4.31419 -3.39520 2.70634 0.25
H -2.79095 -4.20747 3.18117 0.23
C -0.68122 3.79151 -0.45222 -0.41
N -0.79076 4.12738 0.95329 -0.37
C 0.14830 4.81324 1.70169 -0.08
C -0.27166 4.79434 2.98517 -0.08
N -1.47139 4.11662 3.00474 -0.55
C -1.75438 3.63726 1.76888 0.28
S -3.01445 2.59378 1.34693 -0.28
H 0.13017 4.37749 -0.87865 0.20
H -1.61640 4.02521 -0.95788 0.22
H -0.47879 2.72489 -0.55244 0.25
H 1.01737 5.25629 1.25174 0.22
H 0.16941 5.20559 3.87381 0.22
H -1.88277 3.66574 3.81982 0.47
C 2.71438 -3.88028 -3.71364 -0.73
C 3.05436 -3.31098 -5.06356 0.43
O 3.61663 -3.93800 -5.92584 -0.57
S 2.62839 -1.61218 -5.41598 0.23
C 1.85028 -1.06172 -3.92247 -0.25
C 0.46935 -1.14869 -3.76927 -0.23
C -0.13394 -0.74321 -2.59435 -0.15
C 0.62796 -0.23397 -1.53546 -0.10
C 2.01457 -0.12593 -1.70895 -0.20
C 2.61418 -0.52813 -2.88681 -0.20
C 0.02665 0.16734 -0.30907 -0.20
C -0.43292 0.46193 0.77904 -0.25
H 1.67160 -3.70469 -3.45792 0.25
H 3.31142 -3.38645 -2.94605 0.25
H 2.93953 -4.94332 -3.73630 0.23
H -0.13113 -1.54571 -4.57819 0.22
H -1.20678 -0.81608 -2.47445 0.22
H 2.60508 0.27388 -0.89450 0.23
H 3.68682 -0.43961 -3.00777 0.22

---

2.
49
Properties=species:S:1:pos:R:3:nbo_charge:R:1 method="wB97M-V/def2-TZVPD" charge=+3 homo_ev="-18.4 / -18.4" multiplicity=5 s_squared=6.021 homo_lumo_gap_ha="0.31250 / 0.23466" energy_ev=-109156.56175
Ru -0.18010 0.29629 -0.13566 1.38
O 5.77928 1.54107 -1.17081 -0.57
C 4.55717 1.13202 -0.94597 0.45
C 4.20334 -0.19076 -0.61664 -0.30
C 2.88834 -0.48636 -0.39261 0.07
N 1.89492 0.43231 -0.47495 -0.59
C 2.26275 1.68547 -0.81796 0.16
Br 0.80308 2.88479 -0.94967 0.25
C 3.53824 2.09617 -1.05368 -0.30
H 6.44948 0.84618 -1.09276 0.52
H 4.95166 -0.96884 -0.54216 0.27
H 2.59354 -1.50245 -0.16582 0.23
H 3.77478 3.11888 -1.31389 0.29
N -2.69835 2.18466 -1.36949 -0.74
C -2.75843 2.02354 -0.05506 0.63
N -3.70607 2.66400 0.59190 -0.53
C -3.76964 2.51925 1.91437 0.62
N -4.72134 3.11677 2.58681 -0.66
N -2.86794 1.77284 2.64538 -0.45
C -1.97446 1.17438 1.95389 0.44
N -1.83421 1.19920 0.58427 -0.61
C -0.96101 0.35841 2.64468 0.16
C -0.96972 0.13313 4.00173 -0.16
C 0.00408 -0.69761 4.54341 -0.06
C 0.94089 -1.28402 3.70150 -0.21
C 0.89723 -1.00640 2.35196 0.08
N -0.02893 -0.18419 1.82560 -0.45
H -3.39968 2.77829 -1.78718 0.45
H -2.03494 1.71478 -1.95773 0.42
H -5.40613 3.67721 2.10182 0.45
H -4.77869 3.01809 3.58771 0.44
H -1.73518 0.59655 4.60797 0.29
H 0.02645 -0.89329 5.60773 0.27
H 1.70185 -1.94921 4.08487 0.27
H 1.60715 -1.44197 1.66815 0.22
C 1.07747 -2.38625 -2.84722 -0.69
C -0.30334 -2.37646 -2.27244 0.41
C -1.29959 -3.37424 -2.75360 -0.71
O -0.33803 -2.12461 -0.91029 -0.71
C -0.85946 -0.66625 -3.00278 0.88
O -1.14410 -0.84656 -4.12377 -0.34
O -0.76188 0.22294 -2.13625 -0.70
H 1.56978 -3.30167 -2.49862 0.28
H 1.67435 -1.53106 -2.53625 0.23
H 1.03178 -2.42263 -3.93364 0.28
H -0.97615 -4.36659 -2.41833 0.28
H -1.34104 -3.38447 -3.84008 0.29
H -2.30144 -3.18037 -2.36449 0.25
H -1.07775 -2.62096 -0.52394 0.53

---

3.
46
Properties=species:S:1:pos:R:3:nbo_charge:R:1 method="wB97M-V/def2-TZVPD" charge=+1 homo_ev="-11.2 / -11.4" multiplicity=5 s_squared=6.143 homo_lumo_gap_ha="0.24770 / 0.29651" energy_ev=-103546.26504
Mn 0.81306 -0.01710 -0.78567 1.16
Cl 2.98173 0.53454 -1.42141 0.10
C 3.07280 2.29788 -1.23367 -0.07
C 4.31494 2.87463 -1.37686 -0.21
C 4.39702 4.25288 -1.25081 -0.18
C 3.25338 4.99121 -0.99119 -0.20
C 2.02680 4.36163 -0.85729 -0.07
Cl 0.63022 5.33314 -0.53722 0.05
C 1.89361 2.97691 -0.97568 -0.12
S 0.30960 2.20591 -0.82663 -0.20
H 5.18714 2.26916 -1.58051 0.24
H 5.35132 4.75007 -1.35679 0.24
H 3.29914 6.06668 -0.88954 0.25
C -2.17885 0.46857 -2.49802 -0.97
P -1.57475 -0.21374 -0.94513 1.07
C -2.42016 0.68167 0.37778 -0.95
C -2.13148 -1.91715 -0.84125 -0.31
C -2.68376 -2.56236 -1.94317 -0.21
C -3.07215 -3.89285 -1.84414 -0.19
C -2.90594 -4.57739 -0.65231 -0.17
C -2.34429 -3.93962 0.44798 -0.18
C -1.95347 -2.61609 0.35320 -0.22
H -1.67081 0.02006 -3.35012 0.27
H -1.97672 1.53838 -2.50126 0.28
H -3.25223 0.28960 -2.57183 0.26
H -3.49633 0.60164 0.21782 0.26
H -2.11654 1.72763 0.37643 0.27
H -2.17282 0.24766 1.34550 0.25
H -2.81305 -2.04618 -2.88485 0.22
H -3.49929 -4.39023 -2.70426 0.23
H -3.20568 -5.61420 -0.58022 0.23
H -2.20339 -4.47950 1.37458 0.23
H -1.49348 -2.13655 1.21024 0.21
N 0.75154 -0.00149 4.86454 -0.86
C 1.17555 -0.72870 3.67906 -0.35
C 0.90554 0.08977 2.43443 0.83
O 0.39360 1.27351 2.63620 -0.63
O 1.17156 -0.34129 1.32166 -0.70
H 1.49227 0.10711 5.54241 0.40
H -0.04067 -0.42617 5.32561 0.39
H 0.27480 1.32641 3.62446 0.53
H 0.68995 -1.69694 3.55257 0.24
H 2.25017 -0.91817 3.68527 0.25
O 0.68927 -4.05360 -1.95053 -0.52
C 0.85524 -2.93349 -1.65885 0.86
N 1.02562 -1.78385 -1.36054 -0.95

---

4.
44
Properties=species:S:1:pos:R:3:nbo_charge:R:1 method="wB97M-V/def2-TZVPD" charge=+1 homo_ev="-11.4 / -11.4" multiplicity=3 s_squared=2.006 homo_lumo_gap_ha="0.29526 / 0.25703" energy_ev=-100940.90716
Ni -10.56369 3.00893 10.87947 1.48
O -12.05064 2.30170 14.27454 -0.62
C -11.13237 2.90829 13.71354 0.78
O -10.39444 2.36036 12.75962 -0.90
C -10.76812 4.30570 14.15249 -0.86
P -10.15907 5.61894 13.02954 0.91
C -8.35591 5.46332 13.07578 -0.41
C -7.68114 6.55751 13.71325 -0.14
C -6.34614 6.50120 13.99421 -0.22
C -5.61726 5.32835 13.72048 -0.18
C -6.24478 4.26605 13.15278 -0.21
C -7.60521 4.30577 12.76255 -0.20
C -10.56709 5.03077 11.34971 -0.56
C -9.75840 5.57854 10.31979 -0.20
C -10.28424 5.87555 9.09340 -0.20
C -11.65648 5.70913 8.80774 -0.15
C -12.49602 5.25783 9.82742 -0.19
C -12.00793 4.99608 11.10056 -0.21
H -9.99352 4.34448 14.98780 0.29
H -11.59751 4.81467 14.60048 0.26
H -8.23280 7.48052 13.88717 0.22
H -5.81050 7.36397 14.40259 0.23
H -4.56120 5.22920 13.90525 0.23
H -5.64383 3.40539 12.87616 0.22
H -8.12928 3.43505 12.30135 0.21
H -8.69147 5.74327 10.50586 0.25
H -9.64686 6.28738 8.34147 0.23
H -12.01721 5.92389 7.83539 0.24
H -13.55462 5.17026 9.65703 0.24
H -12.71503 4.78392 11.92476 0.25
Cl -9.81051 2.66413 7.96244 0.03
C -8.55747 1.64556 8.70223 -0.33
Cl -8.72832 1.35624 10.57779 -0.04
H -7.59436 2.11806 8.60495 0.24
H -8.58946 0.65558 8.27326 0.24
C -13.99057 0.60884 10.01426 -0.71
C -12.83845 1.14555 10.84082 0.72
N -12.67484 0.54427 12.05366 -0.77
O -12.14347 2.11993 10.40856 -0.79
H -14.76804 0.10644 10.59493 0.24
H -13.59958 -0.08379 9.26891 0.25
H -14.47454 1.46101 9.50425 0.25
H -13.33072 -0.16982 12.37609 0.42
H -12.04866 1.02539 12.74654 0.46

---

5.
49
Properties=species:S:1:pos:R:3:nbo_charge:R:1 method="wB97M-V/def2-TZVPD" charge=-2 homo_ev="0.5 / 0.8" multiplicity=2 s_squared=1.062 homo_lumo_gap_ha="0.11424 / 0.10262" energy_ev=-98499.09716
C -0.03096 3.01539 -2.37477 0.14
C 1.41554 2.94733 -2.48971 -0.31
C 1.95909 3.28673 -1.10944 -0.29
C 2.22410 2.74903 -3.69901 -0.63
C 0.76916 3.54328 -0.27987 0.15
C -0.38066 3.36444 -1.04542 -0.05
C -1.75770 3.59605 -0.54815 -0.63
C -0.98162 2.84888 -3.50733 -0.66
C 3.36053 3.49156 -0.71375 -0.63
C 0.85623 3.99230 1.13057 -0.66
V 1.72318 1.34493 -1.41562 0.91
Cl 3.40013 0.18081 -1.77630 -0.29
Cl -0.07381 0.00323 -2.30421 -0.39
Cl 1.19143 0.80712 0.85165 -0.40
H 1.59315 2.37786 -4.50829 0.23
H 3.02997 2.02304 -3.53372 0.24
H 2.66522 3.69811 -4.01931 0.20
H 4.02629 2.79706 -1.21043 0.23
H 3.44744 3.36586 0.36603 0.23
H 3.65152 4.50898 -0.96428 0.20
H 1.76535 3.64602 1.61041 0.23
H 0.00084 3.63057 1.70015 0.25
H 0.84531 5.08766 1.19092 0.20
H -1.84178 3.33009 0.50730 0.25
H -2.49811 3.00871 -1.09658 0.25
H -2.05429 4.65404 -0.63783 0.17
H -0.55344 2.24795 -4.30303 0.23
H -1.25031 3.82087 -3.92601 0.20
H -1.90426 2.37075 -3.17665 0.26
O -1.85795 0.64055 0.09855 -1.13
H -1.36333 -0.24754 0.12572 0.46
O 0.87758 -2.69020 0.05380 -0.67
C -0.17469 -2.59288 0.56444 0.77
O -1.16645 -1.73495 0.51778 -0.76
C -0.67518 -3.71413 1.53601 -0.11
C -1.60944 -3.47381 2.55424 -0.09
C -2.09681 -4.54218 3.33350 -0.02
C -1.65089 -5.85566 3.09357 -0.19
C -0.72917 -6.07941 2.06924 0.05
C -0.23494 -5.00309 1.28624 -0.15
N -0.25517 -7.41466 1.78092 0.50
O -0.69592 -8.37043 2.45402 -0.42
O 0.58289 -7.55238 0.86427 -0.39
N -3.07054 -4.31252 4.38268 0.51
O -3.44706 -3.15123 4.62917 -0.37
O -3.49606 -5.31431 5.00396 -0.42
H -1.99653 -2.46653 2.74745 0.29
H -2.01779 -6.67525 3.70032 0.26
H 0.47990 -5.18807 0.48678 0.26

---

What is the charge in the fifth record? -2